This record from the Open Molecules 2025 dataset describes a cluster of 9 separate species, C14H46F6N2O8P in total in a non-equilibrium geometry. The level of theory is wB97M-V/def2-TZVPD.

Each atom is followed by the atoms it is bonded to, with distances in Å.
Positions of all 77 atoms, in Å:
1 P -0.795 -0.684 -0.566  F2 1.610, F3 1.607, F4 1.636, F5 1.631, F6 1.644, F7 1.625
2 F 0.161 -0.764 -1.859  P1 1.610
3 F 0.069 -1.898 0.037  P1 1.607
4 F -1.774 -0.669 0.745  P1 1.636
5 F -1.792 -1.753 -1.288  P1 1.631
6 F -1.665 0.549 -1.217  P1 1.644
7 F 0.186 0.398 0.149  P1 1.625
8 O -1.853 -2.710 2.470  H42 0.961, H55 0.978
9 O 0.401 3.808 1.360  C27 1.413, C28 1.437
10 O -5.612 2.105 1.389  C19 1.424, H46 0.974
11 O 2.821 0.637 -0.461  C22 1.414, H53 0.972
12 O -3.954 -1.228 -2.944  H51 0.972, H73 0.962
13 O 4.255 -0.124 -2.880  C31 1.423, H41 0.971
14 O -4.457 1.003 -1.000  H52 0.969, H77 0.967
15 O 1.506 -5.087 2.385  C18 1.387, C23 1.412
16 N -0.318 -4.932 0.142  C29 1.474, H35 1.014, H76 1.019
17 N -0.186 3.576 -1.425  C24 1.456, H67 1.021, H74 1.018
18 C 2.021 -4.399 3.474  O15 1.387, H36 1.095, H37 1.100, H38 1.090
19 C -4.594 2.689 2.196  O10 1.424, C26 1.532, H43 1.096, H64 1.089
20 C -2.488 4.265 -1.048  C24 1.527, H44 1.091, H63 1.090, H66 1.094
21 C 2.528 -1.305 -3.994  C31 1.522, H32 1.096, H54 1.087, H60 1.090
22 C 3.192 1.608 0.498  O11 1.414, C25 1.508, H48 1.096, H56 1.099
23 C 1.937 -4.699 1.097  O15 1.412, C29 1.528, H49 1.100, H69 1.097
24 C -1.057 4.306 -0.516  N17 1.456, C20 1.527, C28 1.550, H72 1.092
25 C 4.543 2.193 0.173  C22 1.508, H33 1.091, H34 1.094, H45 1.092
26 C -3.410 1.731 2.356  C19 1.532, H39 1.090, H58 1.085, H71 1.099
27 C 0.748 5.068 1.897  O9 1.413, H40 1.092, H47 1.092, H62 1.093
28 C -0.955 3.684 0.901  O9 1.437, C24 1.550, H59 1.094, H65 1.095
29 C 1.072 -5.416 0.060  N16 1.474, C23 1.528, C30 1.523, H57 1.094
30 C 1.503 -5.119 -1.370  C29 1.523, H68 1.095, H70 1.090, H75 1.089
31 C 3.726 -1.432 -3.064  O13 1.423, C21 1.522, H50 1.095, H61 1.094
32 H 1.775 -2.067 -3.764  C21 1.096
33 H 5.345 1.466 0.036  C25 1.091
34 H 4.917 2.851 0.963  C25 1.094
35 H -0.259 -3.968 -0.169  N16 1.014
36 H 1.649 -3.373 3.559  C18 1.095
37 H 3.116 -4.301 3.497  C18 1.100
38 H 1.805 -4.893 4.421  C18 1.090
39 H -3.636 0.761 2.801  C26 1.090
40 H 1.839 5.084 1.931  C27 1.092
41 H 3.824 0.275 -2.106  O13 0.971
42 H -2.764 -2.527 2.713  O8 0.961
43 H -4.288 3.595 1.660  C19 1.096
44 H -2.583 4.684 -2.050  C20 1.091
45 H 4.489 2.825 -0.716  C25 1.092
46 H -5.167 1.788 0.583  O10 0.974
47 H 0.375 5.227 2.910  C27 1.092
48 H 2.400 2.366 0.501  C22 1.096
49 H 2.997 -4.987 1.053  C23 1.100
50 H 3.446 -1.922 -2.125  C31 1.095
51 H -3.161 -1.582 -2.509  O12 0.972
52 H -3.516 1.100 -0.789  O14 0.969
53 H 1.861 0.504 -0.385  O11 0.972
54 H 2.023 -0.359 -3.818  C21 1.087
55 H -1.647 -2.049 1.780  O8 0.978
56 H 3.183 1.129 1.487  C22 1.099
57 H 1.036 -6.469 0.357  C29 1.094
58 H -2.795 1.645 1.466  C26 1.085
59 H -1.013 2.597 0.781  C28 1.094
60 H 2.814 -1.403 -5.041  C21 1.090
61 H 4.533 -2.022 -3.509  C31 1.094
62 H 0.468 5.842 1.177  C27 1.093
63 H -2.934 3.271 -1.064  C20 1.090
64 H -5.042 2.977 3.146  C19 1.089
65 H -1.634 3.832 1.746  C28 1.095
66 H -3.106 4.912 -0.418  C20 1.094
67 H -0.622 2.670 -1.599  N17 1.021
68 H 2.571 -5.300 -1.526  C30 1.095
69 H 1.883 -3.619 0.916  C23 1.097
70 H 1.000 -5.819 -2.038  C30 1.090
71 H -2.756 2.126 3.145  C26 1.099
72 H -0.694 5.335 -0.462  C24 1.092
73 H -4.391 -1.995 -3.325  O12 0.962
74 H 0.645 3.269 -0.921  N17 1.018
75 H 1.271 -4.100 -1.676  C30 1.089
76 H -0.512 -4.930 1.141  N16 1.019
77 H -4.509 0.153 -1.458  O14 0.967

Calculated values
Charge = -1
Energy relative to the best compared isomer or geometry (same formula, charge and spin) = 0.0 kcal/mol
Gap between HOMO and LUMO = 9.33 eV
2S+1 = 1